Formula: C14H32Br10N4O8
Source: the Open Molecules 2025 dataset
Level of theory: the ωB97M-V functional and the def2-TZVPD basis

Geometry as XYZ:
```
68
C14H32Br10N4O8 | the Open Molecules 2025 dataset | the ωB97M-V functional and the def2-TZVPD basis
C -4.43329 -2.28441 -2.70318
N -3.55952 -1.78318 -1.70384
O -2.56486 -2.40772 -1.33005
O -3.89543 -0.73003 -1.23369
H -5.44653 -2.13931 -2.39853
H -4.21722 -3.33748 -2.91751
H -4.34455 -1.75094 -3.67117
C -0.58582 -3.32109 4.96187
N -0.61317 -4.60584 4.18062
O -1.14109 -5.55412 4.72135
O -0.07766 -4.63096 3.08282
H -0.80015 -2.45309 4.31831
H 0.40154 -3.19543 5.28440
H -1.20336 -3.41290 5.84564
C 0.31050 5.20891 4.47153
N 0.10014 4.10475 3.52606
O 0.02400 2.98896 4.04519
O 0.01894 4.29580 2.33691
H -0.04543 4.83158 5.41771
H -0.26323 6.02338 3.99931
H 1.33069 5.50300 4.42584
C 2.83708 1.82487 -3.86171
N 3.00297 0.37825 -4.18796
O 2.89542 0.07329 -5.34845
O 3.24359 -0.44869 -3.33200
H 1.96474 1.99075 -3.24693
H 2.83718 2.27816 -4.83513
H 3.67338 2.14741 -3.30906
Br -2.86079 5.22392 -2.13689
C -3.33721 3.93278 -0.82002
C -2.63049 4.34780 0.41069
Br -3.18453 3.18949 1.92012
H -2.89363 2.96336 -1.09435
H -4.37678 3.87195 -0.54575
H -2.86448 5.35690 0.77828
H -1.54344 4.19605 0.33829
Br 3.23829 0.69760 3.58983
C 3.90267 1.34750 1.90579
C 3.20214 2.70695 1.59538
Br 3.57698 3.95435 3.11118
H 3.84265 0.59694 1.16686
H 4.93041 1.53113 2.12851
H 2.16954 2.69183 1.51123
H 3.56359 3.25022 0.77813
Br -0.72808 -5.34297 -4.35916
C 0.63776 -4.08129 -4.99492
C 0.66580 -2.73467 -4.25297
Br -0.98984 -1.64763 -4.35087
H 0.35872 -3.90165 -6.03053
H 1.63661 -4.51597 -4.84479
H 1.48809 -2.14339 -4.65239
H 0.88600 -2.79065 -3.20788
Br 1.50380 -5.11414 -1.24404
C 0.49229 -4.02485 0.03290
C 1.36362 -2.99742 0.68394
Br 1.84728 -1.40766 -0.40179
H 0.03813 -4.72152 0.74384
H -0.38689 -3.63026 -0.47883
H 2.33246 -3.44793 0.85808
H 0.95765 -2.65576 1.64368
Br -1.68922 -0.83913 1.89248
C -1.30169 0.20324 0.28361
C -0.26998 1.27110 0.63977
Br 0.05167 2.18278 -1.00681
H -2.23217 0.63248 -0.02189
H -0.90739 -0.47321 -0.44514
H 0.68197 0.75973 0.92582
H -0.62038 1.96810 1.41226
```

Values from the calculation:
Multiplicity: 1
SMILES string: C[N+](=O)[O-].C[N+](=O)[O-].C[N+](=O)[O-].C[N+](=O)[O-].BrCCBr.BrCCBr.BrCCBr.BrCCBr.BrCCBr
Charge: 0
HOMO, eV: -9.63

Atom charges from the natural (NBO) analysis, given in e for atoms 1 to 6: -0.49, 0.53, -0.38, -0.38, 0.24, 0.24

Formula: C14H32CuN2O10
Source: the Open Molecules 2025 dataset
Level of theory: the ωB97M-V functional and the def2-TZVPD basis

Geometry as XYZ:
```
59
C14H32CuN2O10 | the Open Molecules 2025 dataset | the ωB97M-V functional and the def2-TZVPD basis
Cu -0.64317 1.30811 -0.06585
O -4.30531 0.42531 1.05791
C -3.91154 1.74087 0.86198
O -2.86470 2.00157 0.36392
O -4.66415 2.71143 1.17208
H -5.20212 0.41616 1.40031
O 0.80591 4.71282 -1.98612
C 0.36449 3.66579 -1.33116
O 1.07215 2.58497 -1.47920
O -0.74814 3.60290 -0.84499
H 1.66405 4.33324 -2.18888
C -1.00965 0.43963 -3.56731
O -1.04380 -0.31706 -2.39328
C -2.18972 -0.60194 -1.63419
C -1.82516 -1.55583 -0.55701
N -1.43050 -0.77714 0.61842
C -0.46925 -1.42688 1.50157
C -1.11540 -2.49438 2.44969
O -1.60936 -3.65885 1.65244
C -2.69616 -4.26339 2.34248
H -1.23607 1.46969 -3.29198
H -1.79070 0.10556 -4.25029
H 0.01220 0.53181 -3.93532
H -2.79486 -1.26003 -2.25774
H -2.90990 0.20311 -1.48815
H -1.01797 -2.23062 -0.84201
H -2.71918 -2.15184 -0.37368
H -2.21432 -0.57397 1.22211
H 0.02001 -0.68520 2.13295
H 0.37705 -1.73066 0.88547
H -1.76425 -1.91121 3.10316
H -0.40897 -2.98021 3.12275
H -2.42909 -4.74292 3.28419
H -3.06357 -5.05269 1.68664
H -3.48352 -3.51396 2.42322
C 0.07572 3.14245 2.37797
O 0.51510 1.87626 1.93715
C 1.93790 1.89736 2.07845
C 2.66315 0.63429 1.54175
N 2.33355 0.37821 0.13502
C 3.03025 -0.78693 -0.43424
C 2.51498 -1.04651 -1.75779
O 3.20779 -1.99148 -2.55863
C 4.18135 -1.40246 -3.24569
H 0.49764 3.91429 1.73426
H 0.34983 3.38812 3.40394
H -1.00170 2.99761 2.45717
H 2.08950 1.95143 3.15650
H 2.50746 2.65779 1.54418
H 2.37303 -0.23083 2.13799
H 3.75029 0.62282 1.61990
H 2.14910 1.23102 -0.37370
H 2.84806 -1.55090 0.32157
H 4.11744 -0.74007 -0.37175
H 2.30083 -0.09205 -2.23867
H 1.52294 -1.47948 -1.62939
H 3.65556 -0.98667 -4.10520
H 4.85356 -2.07255 -3.78162
H 4.77129 -0.63586 -2.74331
```

Values from the calculation:
Multiplicity: 1
Charge: -1
HOMO, eV: -4.12

Atom charges from the natural (NBO) analysis, given in e for atoms 1 to 6: 0.87, -0.78, 0.93, -0.78, -0.82, 0.49

Formula: C14H32N6NiO6S
Source: the Open Molecules 2025 dataset
Level of theory: the ωB97M-V functional and the def2-TZVPD basis

Geometry as XYZ:
```
60
C14H32N6NiO6S | the Open Molecules 2025 dataset | the ωB97M-V functional and the def2-TZVPD basis
O -0.01662 0.29049 -5.07924
H -0.53182 -0.04773 -5.83030
Ni 0.20669 -0.24330 0.22979
N 0.52506 1.44331 1.36171
N 1.43064 0.79799 -0.81193
N -1.31933 -1.12352 1.12151
N -0.13007 -1.70886 -0.92596
O -0.52258 1.86243 2.04366
O -2.04615 -0.72527 2.25010
O 0.25386 -1.83912 -2.22701
O 1.72466 0.36072 -1.98517
C 1.97024 1.99390 -0.37356
C 1.41405 2.39428 0.84150
C -1.43280 -2.42150 0.83541
C -0.76347 -2.75572 -0.38690
C 1.74113 3.58909 1.64089
H 2.05208 3.32986 2.66337
H 0.87071 4.25737 1.70418
H 2.54884 4.18371 1.20503
C 3.03521 2.72154 -1.11656
H 2.74343 2.98597 -2.14231
H 3.95810 2.12686 -1.18146
H 3.30110 3.65477 -0.60737
C -2.06063 -3.40970 1.74464
C -0.79204 -4.10589 -0.99129
H -2.66514 -2.89166 2.49781
H -1.29165 -4.00448 2.26712
H -2.68917 -4.11677 1.18830
H -0.01711 -4.23884 -1.74777
H -1.76682 -4.30369 -1.44930
H -0.65790 -4.86125 -0.21178
H -1.79149 0.20618 2.36396
H 0.91633 -1.07224 -2.31900
C -0.92998 0.78199 -4.11085
H -0.35608 1.43988 -3.46604
H -1.32080 -0.03420 -3.50762
H -1.75548 1.33338 -4.56976
O -2.13812 1.34105 -0.32489
H -2.43289 0.52442 0.11398
H -1.80433 1.89053 0.40821
C 2.44987 0.10136 5.90753
C 1.21361 0.98927 5.83533
N 0.49420 0.97609 4.52387
C 0.56882 -0.11803 3.71480
S 1.45224 -0.01530 2.21068
N 0.14570 -1.30235 4.16888
C -0.48774 -1.54225 5.48042
C -1.85891 -0.92058 5.68725
H 2.23062 -0.94387 5.65029
H 2.85531 0.11615 6.92821
H 3.22902 0.46008 5.22061
H 0.48477 0.71549 6.61442
H 1.50236 2.03230 6.03179
H 0.44292 1.87439 4.03234
H 0.19694 -2.08061 3.50740
H -0.58714 -2.63223 5.56973
H 0.21104 -1.22667 6.26346
H -2.58094 -1.27146 4.93774
H -2.23688 -1.21477 6.67664
H -1.81863 0.17389 5.65652
```

Values from the calculation:
Multiplicity: 3
Charge: 0
HOMO (spin up / spin down), eV: -6.23 / -6.45

Atom charges from the natural (NBO) analysis, given in e for atoms 1 to 6: -0.72, 0.46, 0.86, -0.19, -0.16, -0.23

Formula: C14H33AsCuN2O2S3
Source: the Open Molecules 2025 dataset
Level of theory: the ωB97M-V functional and the def2-TZVPD basis

Geometry as XYZ:
```
56
C14H33AsCuN2O2S3 | the Open Molecules 2025 dataset | the ωB97M-V functional and the def2-TZVPD basis
Cu 6.87768 10.70909 8.91370
C 7.35570 10.34685 5.74279
C 6.21442 11.37944 5.74181
S 5.11209 11.32244 7.18195
C 5.08062 13.12530 7.71615
C 6.39470 13.76363 7.92295
S 7.49926 12.88532 9.11095
C 9.06863 12.95844 8.22826
C 9.11108 12.25484 6.85985
S 8.57335 10.57125 7.05511
H 7.82577 10.30808 4.77025
H 6.87518 9.41582 5.79951
H 5.61300 11.15470 4.83751
H 6.59645 12.35760 5.57738
H 4.58164 13.05632 8.71113
H 4.41904 13.68114 7.05090
H 6.12674 14.68274 8.34788
H 7.01143 13.97251 7.00203
H 9.77054 12.39825 8.84351
H 9.41987 14.00052 8.15767
H 10.17837 12.39112 6.50347
H 8.36360 12.59588 6.18969
C 5.60139 7.07414 11.13940
As 6.71240 7.36854 9.59520
C 6.54537 5.86811 8.40252
C 8.53527 7.45121 10.25828
O 6.28955 8.74443 8.75590
H 5.67332 6.06839 11.60166
H 4.51859 7.23088 10.91651
H 5.93711 7.84510 11.85580
H 6.82555 4.95250 8.87120
H 7.17510 6.09600 7.55859
H 5.52110 5.77099 7.97465
H 8.74356 6.64370 10.95847
H 8.54678 8.40081 10.77707
H 9.28352 7.43814 9.47560
C 4.58051 11.12200 11.04647
N 5.59725 11.76770 11.88208
C 5.37071 13.17566 12.22432
C 6.85303 11.22286 11.97180
O 7.17253 10.30827 11.21646
N 7.68958 11.79073 12.93388
C 7.22623 11.86685 14.35408
C 9.04190 11.22323 12.92201
H 3.68707 11.71327 11.09987
H 4.33368 10.12190 11.49058
H 4.92746 11.00118 10.03901
H 5.12414 13.65370 11.29864
H 6.27686 13.56884 12.64840
H 4.54300 13.20933 12.90276
H 6.36632 12.55600 14.50122
H 8.05505 12.23663 14.87895
H 7.03152 10.89258 14.69506
H 9.50473 11.51460 11.94964
H 9.10947 10.19876 13.10365
H 9.66325 11.77166 13.70334
```

Values from the calculation:
Multiplicity: 1
Charge: +1
HOMO, eV: -10.05

Atom charges from the natural (NBO) analysis, given in e for atoms 1 to 6: 0.78, -0.54, -0.55, 0.19, -0.51, -0.54